Record 1
Here is C4MnO4 as an isolated structure from the OMol25 dataset. Energies are from wB97M-V/def2-TZVPD.

ORCA input file:
```
! wB97M-V def2-TZVPD RIJCOSX def2/J DEFGRID3
* xyz 2 6
Mn -0.431 0.511 0.011
O -0.499 1.906 2.701
O 1.205 1.628 -2.308
O 2.333 -2.544 0.397
O -2.537 -1.559 -0.749
C 1.568 -1.716 0.255
C 0.552 1.167 -1.448
C -0.480 1.367 1.646
C -1.712 -0.761 -0.505
*
```

As for the strongest force on any atom: 13.448 eV/Å. The value obtained for the relative energy (zero: lowest compared OMol25 entry of this formula, charge and spin) is 0.000 eV. The HOMO energy (spin up / spin down) comes out at -0.8217 / -0.8297 hartree. For the LUMO energy (spin up / spin down), the calculation gives -0.424 / -0.478 hartree. The calculation puts the HOMO-LUMO gap (spin up / spin down) at 10.81 / 9.57 eV.

Record 2
Here is one molecule with the formula C4N2 from the OMol25 dataset. Energies are from wB97M-V/def2-TZVPD.

ORCA input file:
```
! wB97M-V def2-TZVPD RIJCOSX def2/J DEFGRID3
* xyz 0 1
N -3.137 0.017 -0.022
N 3.143 0.031 0.002
C 1.983 -0.022 -0.015
C 0.600 -0.024 -0.004
C -0.606 0.002 0.018
C -1.983 -0.005 0.023
*
```

As for the strongest force on any atom: 1.359 eV/Å. The value obtained for the relative energy (zero: lowest compared OMol25 entry of this formula, charge and spin) is 0.000 eV. The HOMO energy comes out at -0.4255 hartree. For the LUMO energy, the calculation gives -0.040 hartree. Its SMILES is N#CC#CC#N. The calculation puts the HOMO-LUMO gap at 10.50 eV.

Record 3
Here is C4N2 as an isolated structure from the OMol25 dataset. Energies are from wB97M-V/def2-TZVPD.

ORCA input file:
```
! wB97M-V def2-TZVPD RIJCOSX def2/J DEFGRID3
* xyz 0 1
N -1.247 -0.590 0.440
N -0.247 -1.180 0.186
C -0.868 1.190 0.157
C 1.037 0.277 -0.339
C 1.024 -1.028 -0.222
C 0.353 1.397 -0.242
*
```

As for the strongest force on any atom: 2.345 eV/Å. The value obtained for the relative energy (zero: lowest compared OMol25 entry of this formula, charge and spin) is 6.944 eV. The HOMO energy (spin up / spin down) comes out at -0.3754 / -0.3755 hartree. For the LUMO energy (spin up / spin down), the calculation gives -0.082 / -0.082 hartree. The calculation puts the HOMO-LUMO gap (spin up / spin down) at 7.99 / 8.00 eV.

Record 4
Here is one molecule with the formula C4N2 from the OMol25 dataset. Energies are from wB97M-V/def2-TZVPD.

ORCA input file:
```
! wB97M-V def2-TZVPD RIJCOSX def2/J DEFGRID3
* xyz 0 1
N -2.706 -0.005 -0.499
N 2.501 -0.314 -0.518
C -0.307 0.087 0.240
C 1.489 -0.081 0.005
C 0.582 0.337 1.097
C -1.560 -0.024 -0.326
*
```

As for the strongest force on any atom: 2.514 eV/Å. The value obtained for the relative energy (zero: lowest compared OMol25 entry of this formula, charge and spin) is 2.769 eV. The HOMO energy comes out at -0.4201 hartree. For the LUMO energy, the calculation gives -0.080 hartree. The calculation puts the HOMO-LUMO gap at 9.25 eV.

Record 5
Here is a 7-piece molecular cluster, C50H102F9N4O8S2 overall from the OMol25 dataset. Energies are from wB97M-V/def2-TZVPD.

ORCA input file:
```
! wB97M-V def2-TZVPD RIJCOSX def2/J DEFGRID3
* xyz 1 1
S 3.919 -1.134 9.525
S 6.884 -0.656 21.900
F 12.070 0.893 15.271
F 12.660 2.727 16.185
F 8.124 -0.727 19.601
F 5.818 0.376 8.571
F 6.616 -1.337 9.672
F 8.961 0.937 20.864
F 5.890 -1.537 7.676
F 9.453 -1.234 21.228
F 10.765 2.685 15.144
O 2.946 -1.089 8.419
O 7.227 -0.079 23.194
O 4.144 -2.464 10.086
O 5.661 -0.076 21.216
O 11.951 2.493 12.629
O 13.253 3.998 13.633
O 3.588 -0.054 10.415
O 6.838 -2.132 21.954
N 13.229 9.803 17.950
N 10.241 -6.923 17.611
N 9.506 6.765 8.602
N 20.485 4.558 13.540
C 13.599 8.321 18.314
C 11.958 1.223 12.007
C 10.210 -9.071 18.689
C 19.565 5.853 13.458
C 9.057 10.763 16.341
C 10.980 6.616 8.816
C 7.452 -5.562 15.270
C 14.156 10.338 16.749
C 9.945 -7.990 19.753
C 12.014 2.217 15.052
C 20.737 4.496 8.741
C 11.040 9.107 16.694
C 8.789 5.837 9.579
C 11.320 -5.848 17.184
C 9.576 4.965 6.698
C 14.373 12.077 14.729
C 10.106 3.179 4.918
C 9.597 -6.777 19.001
C 19.833 6.735 14.650
C 9.114 -6.880 16.553
C 12.797 2.708 13.776
C 8.524 -0.353 20.821
C 13.834 -4.782 14.311
C 8.193 -5.697 16.591
C 14.939 9.703 19.763
C 21.193 6.335 15.192
C 18.699 2.117 16.291
C 13.696 10.536 19.267
C 6.421 5.383 10.761
C 19.182 3.427 15.646
C 21.059 4.141 12.135
C 9.187 8.300 8.885
C 14.588 8.253 19.499
C 21.624 5.132 14.391
C 9.508 9.289 16.502
C 7.215 5.771 9.482
C 10.958 -8.284 17.646
C 12.926 -4.734 15.601
C 10.506 8.908 8.777
C 5.739 -0.910 8.792
C 9.638 4.660 5.202
C 11.492 7.925 9.425
C 13.184 0.866 11.161
C 9.179 6.380 7.128
C 19.790 3.290 14.258
C 13.715 11.681 16.104
C 11.658 9.947 17.824
C 20.044 3.542 11.093
C 20.583 3.320 9.693
C 12.154 -6.039 15.972
H 19.060 4.000 11.196
H 6.552 6.262 11.393
H 18.454 4.197 15.901
H 21.761 3.399 12.515
H 18.512 5.597 13.336
H 9.248 8.811 15.557
H 8.395 8.667 8.233
H 19.366 1.259 16.203
H 11.024 1.120 11.454
H 14.099 13.085 14.417
H 8.107 6.525 6.995
H 10.721 9.115 7.729
H 20.989 4.060 7.774
H 8.031 -5.121 14.459
H 7.463 -5.830 17.389
H 21.568 5.138 9.035
H 19.846 7.801 14.425
H 11.939 -5.828 18.081
H 9.559 -7.061 15.575
H 11.296 9.522 18.760
H 10.563 4.644 7.032
H 15.838 9.872 19.170
H 10.785 -4.898 17.188
H 21.660 4.958 11.734
H 10.961 -7.812 20.107
H 13.410 1.633 10.420
H 20.557 2.529 14.115
H 15.461 12.093 14.780
H 9.109 -8.234 20.408
H 19.994 3.721 16.310
H 9.397 2.373 5.104
H 11.037 -8.679 16.634
H 11.237 5.762 9.443
H 6.789 4.491 11.268
H 17.827 1.890 15.678
H 6.962 6.778 9.151
H 12.657 7.901 18.668
H 21.194 6.197 16.273
H 8.532 -6.989 18.910
H 10.621 9.796 9.399
H 18.423 2.328 17.325
H 8.768 8.296 9.891
H 14.074 -3.725 14.195
H 10.381 3.089 3.867
H 11.951 -8.092 18.052
H 15.140 10.302 17.216
H 9.741 7.114 6.551
H 13.442 -4.304 16.459
H 12.967 -6.759 16.065
H 14.823 -5.235 14.383
H 20.149 2.448 9.203
H 9.361 4.909 9.582
H 5.381 5.330 10.441
H 12.630 11.659 16.007
H 21.830 7.161 14.877
H 11.521 -6.383 15.154
H 8.727 -4.773 16.813
H 12.938 -0.008 10.557
H 19.033 6.563 15.369
H 12.467 8.295 9.108
H 11.542 9.143 15.727
H 13.241 -5.060 13.440
H 8.670 4.788 4.716
H 15.180 9.945 20.799
H 14.176 7.651 20.309
H 11.452 6.544 7.837
H 13.703 11.606 19.056
H 6.805 5.093 8.733
H 8.546 -7.804 16.657
H 19.804 5.047 8.626
H 18.920 3.057 13.644
H 21.974 4.232 14.896
H 10.426 5.249 4.733
H 8.962 4.128 7.029
H 8.939 8.755 17.263
H 21.558 2.901 9.943
H 13.882 12.416 16.892
H 9.792 11.283 15.727
H 12.871 10.314 19.944
H 9.229 11.374 17.228
H 6.615 -4.886 15.445
H 14.074 0.465 11.645
H 22.484 5.364 13.763
H 11.220 7.987 10.478
H 14.113 9.656 15.900
H 10.853 -9.772 19.221
H 13.967 7.841 17.407
H 12.146 -3.982 15.490
H 14.062 11.384 13.948
H 19.943 2.584 11.603
H 8.008 10.828 16.052
H 11.817 0.399 12.706
H 9.368 -9.689 18.375
H 9.111 6.384 10.465
H 15.507 7.729 19.235
H 11.232 8.050 16.877
H 7.134 -6.563 14.978
H 13.684 2.114 13.557
H 9.862 -5.856 19.521
H 11.609 11.036 17.841
H 19.707 6.316 12.482
H 11.034 2.995 5.460
*
```

As for the strongest force on any atom: 5.238 eV/Å. The value obtained for the relative energy (zero: lowest compared OMol25 entry of this formula, charge and spin) is 7.856 eV. The HOMO energy comes out at -0.2652 hartree. For the LUMO energy, the calculation gives -0.102 hartree. The calculation puts the HOMO-LUMO gap at 4.45 eV.

Record 6
Here is a 10-piece molecular cluster, C50H118Br2N10O4 overall from the OMol25 dataset. Energies are from wB97M-V/def2-TZVPD.

ORCA input file:
```
! wB97M-V def2-TZVPD RIJCOSX def2/J DEFGRID3
* xyz 6 1
Br 4.415 -3.252 -1.860
Br 2.350 -1.837 3.673
O -2.581 4.397 -1.326
O -0.780 -2.126 -5.475
O 5.656 4.426 4.568
O 0.750 -4.612 4.020
N 3.466 2.087 5.208
N 3.657 6.253 -0.760
N -6.574 -5.603 -4.860
N -4.856 -4.543 -3.859
N 0.504 -0.649 -0.216
N 2.721 -6.995 4.499
N -3.387 2.892 4.188
N 2.346 6.163 -2.584
N -2.402 3.090 -4.165
N 1.978 -3.246 -6.228
C 2.028 -0.973 -0.026
C 2.780 4.862 -2.233
C 3.540 -3.485 -5.984
C -2.357 1.711 4.371
C -3.252 4.058 -5.041
C 3.993 0.910 6.048
C -2.768 0.381 3.742
C -3.334 3.492 1.682
C 1.293 -4.343 -5.330
C 1.961 2.022 4.961
C 0.140 -0.783 -1.741
C -4.754 2.614 3.514
C -5.544 -5.320 -5.762
C 2.118 -6.436 5.787
C 4.453 6.842 0.260
C -4.686 2.820 2.037
C -3.155 2.615 -2.820
C -3.666 3.636 -1.948
C 1.457 3.369 1.516
C 1.725 -3.492 -7.747
C 0.083 0.751 0.287
C 0.667 3.276 0.209
C 1.693 -6.709 3.335
C 3.985 1.945 3.731
C -4.075 -3.844 -2.898
C -1.127 3.863 -3.831
C -7.635 -6.403 -5.132
C 2.878 6.988 -1.663
C -1.709 -0.743 3.882
C -4.517 -4.665 -5.184
C 0.828 1.897 -0.403
C -2.247 -2.087 3.497
C 1.347 -5.234 2.941
C -0.655 -2.122 -1.874
C -2.015 1.820 -5.038
C -2.935 3.973 3.163
C -0.312 -2.801 -0.628
C -0.187 -1.832 0.538
C 1.573 6.598 -3.730
C -3.437 -4.767 -1.776
C 1.629 -1.787 -5.877
C -3.585 3.586 5.611
C 4.101 -6.271 4.258
C 5.258 3.960 5.793
C -6.106 -5.023 -3.701
C 3.098 -8.487 4.521
C 0.147 -1.416 -6.210
C 3.597 4.913 -1.100
C 3.774 3.484 5.758
C 3.924 6.581 1.723
H -0.841 -0.455 3.290
H 4.006 4.151 -0.453
H -0.022 -1.544 -7.279
H -2.460 5.107 -1.961
H -2.939 -4.132 -1.043
H 2.372 -0.723 0.977
H -1.701 -1.813 -1.875
H 0.777 -7.278 3.492
H -1.911 4.138 3.497
H 3.617 -8.848 3.633
H 2.211 -1.987 -0.382
H 1.757 3.011 4.552
H 4.577 -6.503 5.210
H 1.051 5.712 -4.091
H -4.644 1.919 1.425
H 1.164 4.331 1.938
H -3.723 -4.133 -5.687
H 1.071 3.998 -0.500
H -3.396 4.361 1.027
H 3.297 4.313 5.235
H -0.531 3.358 -3.071
H 2.609 -7.097 6.501
H 2.062 -7.227 2.450
H 1.758 -5.296 -5.583
H 0.529 2.033 -1.442
H -4.046 2.818 6.232
H -2.829 4.192 -6.037
H 2.982 7.097 1.905
H 3.939 5.551 2.080
H 0.647 -3.419 -7.892
H 0.253 -4.295 -5.654
H 1.877 1.627 -0.525
H 1.767 1.102 4.408
H -3.601 4.797 3.420
H -1.034 -3.532 -0.265
H 5.061 0.787 5.868
H -3.192 0.455 2.741
H -1.433 1.993 3.868
H -1.001 0.848 0.235
H 1.101 -0.800 -2.254
H -1.538 -2.858 3.800
H 3.706 1.087 3.119
H 2.373 -5.383 5.906
H -5.584 -5.577 -6.810
H -4.399 4.310 -2.390
H 4.641 7.107 2.352
H -8.578 -5.875 -4.991
H 3.867 -4.482 -6.279
H 2.232 -4.666 2.652
H -4.242 3.204 -1.129
H -0.391 -2.779 -2.702
H -1.418 1.172 -4.398
H 2.238 -1.030 -6.371
H 1.613 1.907 5.987
H 2.244 -9.131 4.729
H -2.511 -2.031 2.441
H 3.695 2.851 3.198
H -2.662 -5.507 -1.973
H -5.526 3.399 1.652
H 5.966 3.164 6.025
H 4.730 7.857 -0.023
H -2.545 2.859 1.277
H -5.164 1.642 3.789
H 1.059 2.568 2.138
H 3.316 3.499 6.747
H 2.549 3.973 -2.802
H -3.384 5.025 -4.556
H -2.659 3.909 6.087
H 2.178 -2.686 -8.325
H 1.790 -1.702 -4.803
H 0.933 7.386 -3.332
H 3.878 -8.642 5.267
H 0.317 0.653 1.347
H 3.629 -0.009 5.589
H 1.023 -3.698 3.909
H -3.664 0.100 4.295
H -1.461 -0.666 4.941
H 2.478 -0.303 -0.758
H -1.149 -1.401 0.819
H 0.012 -0.340 -6.097
H -4.527 -2.937 -2.496
H 6.236 5.191 4.581
H 3.647 -3.332 -4.910
H 0.684 -5.179 2.078
H -0.386 3.546 0.285
H -3.187 -3.441 -3.385
H 2.542 3.334 1.411
H -1.676 -1.824 -5.636
H -3.073 -2.338 4.163
H -2.472 1.996 -2.239
H 5.456 6.423 0.182
H 1.053 -6.655 5.856
H 4.735 -6.623 3.445
H -4.331 4.378 5.548
H -1.526 2.233 -5.921
H 1.483 -4.119 -4.281
H -4.264 3.655 -5.006
H 3.804 1.162 7.092
H 2.831 8.067 -1.695
H -7.624 -7.292 -4.502
H -7.553 -6.797 -6.144
H -2.934 1.323 -5.348
H -6.692 -4.897 -2.802
H -2.205 1.658 5.449
H 2.275 7.020 -4.449
H -0.500 0.066 -1.981
H -4.194 -5.248 -1.158
H 5.075 1.970 3.735
H -1.295 4.850 -3.402
H 0.586 -3.403 -0.769
H 3.892 -5.203 4.190
H -5.467 3.303 3.967
H 0.364 -2.268 1.371
H -0.564 3.895 -4.764
H -3.997 2.022 -3.178
H 4.186 -2.709 -6.394
H 5.461 4.720 6.547
H 2.112 -4.459 -8.068
*
```

As for the strongest force on any atom: 8.215 eV/Å. The HOMO energy comes out at -0.5975 hartree. For the LUMO energy, the calculation gives -0.424 hartree. The calculation puts the HOMO-LUMO gap at 4.72 eV.

For each record above, in turn, the calculated M values are 167.0, 76.1, 76.1, 76.1, 1122.5, 1083.4 u.
For each record above, in turn, the calculated electronic energy values are -43634.899, -7124.988, -7118.044, -7122.219, -121953.243, -216874.424 eV.